Formula: C45H108Br3Cl6O28P7
Source: the OMol25 dataset
Level of theory: ωB97M-V/def2-TZVPD

As for the charge: 0. For the calculated total energy, the calculation gives -16759.48340 a.u. The calculation puts the gap between HOMO and LUMO at 10.152 eV.

Element x y z (Å)
H (-4.884083, -1.000031, 0.970368)
C (-8.784027, -2.018464, -2.160802)
C (-8.322903, 3.718361, -1.115322)
H (-0.302091, 1.067348, 7.741922)
H (0.711822, 1.024618, -4.176877)
C (-1.179714, -4.245808, -1.770785)
H (6.636694, -3.497091, -0.002441)
C (-5.002633, 0.056360, 1.205543)
O (7.958593, 1.385894, -1.162470)
H (-0.985516, -3.677347, -2.679716)
H (9.948149, -2.192647, 1.622674)
H (11.066138, -3.437338, 2.210833)
H (4.702371, 4.672583, 0.499539)
O (-4.602439, -3.659021, 0.912847)
Cl (3.908577, -2.346198, -4.072008)
O (6.825902, -5.192336, 3.719169)
H (-4.135039, -3.364728, 3.348014)
H (-7.007145, -0.099361, 1.986448)
H (-10.874165, 1.650134, 4.623494)
O (-6.680065, 1.868312, 1.354899)
C (-2.166809, -3.593969, -0.881685)
H (-0.927183, 1.171616, -3.381119)
C (7.195878, -0.830266, 2.473109)
H (-1.891387, 0.408567, 2.486252)
H (-5.259366, -1.534519, -3.079600)
H (-7.670605, 2.984481, -0.645733)
C (8.311955, 0.528801, -2.296383)
H (2.056189, 5.467370, -1.637555)
C (-6.326705, -6.540092, 0.420447)
O (-3.165150, -5.029171, 2.551004)
H (-1.776341, 5.712583, -3.166929)
H (-7.743908, 4.605277, -1.357247)
H (4.951074, -5.307760, 0.165206)
H (-2.355237, -5.102418, 5.080637)
P (6.746528, -4.124687, 2.569854)
O (0.716891, 7.252934, -6.163583)
C (-1.288118, -0.413605, 2.883494)
H (1.377011, -0.536745, -2.446266)
H (-9.433080, -2.773854, -1.686500)
O (-7.964106, 2.437934, -3.107749)
O (-2.184775, -4.274867, 0.404357)
O (-1.195031, 7.000394, -4.724591)
H (-6.888359, 0.227361, 0.242519)
C (4.470479, 1.732661, 2.875524)
H (3.217205, -1.783622, -0.973866)
H (0.497989, 0.576907, 3.433017)
C (5.835878, -6.242799, 3.698115)
H (6.119408, -6.480077, -0.506725)
O (0.522690, 0.408821, 1.430354)
H (-9.185581, -0.870504, -0.431607)
C (3.429712, -1.000283, -0.232451)
O (5.516548, 0.971132, -1.799112)
H (-1.599999, -0.432634, 3.928350)
O (6.182804, 2.616560, 0.058040)
C (6.388751, 3.908044, -0.603950)
Cl (-0.344456, -0.711187, 9.217296)
O (-5.294231, 2.474981, 3.401922)
H (-9.440077, 3.771153, -2.964546)
O (-8.641848, 0.292277, -4.354295)
H (-3.778465, -0.920888, -3.868520)
C (-0.266982, -0.003079, 7.603311)
C (2.320208, 7.926705, -7.816833)
H (-4.668100, 4.352808, 2.754862)
H (-4.477353, 0.688171, 0.478453)
O (-3.893507, -6.058555, 0.392843)
C (5.838867, -5.428164, -0.459158)
Br (2.946835, 2.790290, 2.357204)
H (0.793212, -1.033808, 2.917757)
H (5.909986, 3.855960, -1.584688)
H (7.466747, 4.026240, -0.692163)
H (-9.423724, 1.032154, 5.481632)
C (1.604247, 4.850144, -3.619131)
H (-4.624453, 4.059133, 4.526903)
C (9.814567, 0.547632, -2.334514)
H (-2.616938, 7.197158, -3.314898)
C (5.721096, 4.970229, 0.260539)
H (2.979051, -2.228508, 1.500399)
H (7.056110, -1.887841, 2.226582)
C (-3.775686, -4.346403, 3.662011)
H (9.467121, -2.547759, 3.931823)
H (10.247358, 0.594940, -1.337049)
H (-1.896046, -2.566351, -0.611914)
H (2.122391, 5.978004, -6.944908)
H (-3.152895, -3.430395, -1.323124)
C (-4.431181, 3.642489, 3.542572)
H (-6.813541, -5.611474, 0.726739)
H (0.486105, 1.980036, -2.740864)
Cl (6.447191, -2.479785, -2.651488)
H (4.532664, -2.432295, 0.895711)
H (-0.217671, -4.385992, -1.274625)
C (2.061700, 7.031316, -6.631173)
O (6.427664, 0.203340, 0.425270)
H (4.243265, -0.912510, 1.745195)
Cl (5.910323, -0.328778, -4.551019)
O (-6.306684, 0.703059, -3.366987)
H (-7.023194, -7.297797, 0.800367)
P (-3.546005, -4.660949, 1.073978)
H (-2.332055, 4.015456, 3.506508)
C (-8.994997, 3.045982, -2.276956)
H (4.029547, -6.819507, 4.511107)
H (-4.197474, 5.624356, -4.233187)
H (0.447839, 4.638819, -1.637497)
H (7.905927, 0.953787, -3.204115)
C (3.792811, -1.640679, 1.075228)
H (1.899356, 3.779526, -1.792704)
H (-9.017867, 3.227161, 4.414638)
H (-2.743360, 2.436422, 4.124386)
C (10.020107, -3.220473, 1.975022)
H (1.066147, 4.021689, -4.087298)
O (-7.701810, 1.845979, 3.626201)
C (-5.629154, 0.096808, -4.468120)
C (-4.970880, -6.802306, 0.985644)
C (7.614350, -0.086283, 1.212863)
C (0.381704, -0.097680, -2.337781)
C (-6.464285, 0.460028, 1.219395)
H (-9.134596, 4.000168, -0.439361)
H (-1.505140, -5.258712, -2.023827)
Cl (1.227736, -0.459805, 6.788313)
H (9.725004, -3.936291, 1.212475)
H (-4.480012, 0.316092, 2.129620)
C (9.217583, -3.364550, 3.258104)
H (-0.335070, -0.911304, -2.485846)
H (6.376935, -7.169912, 3.896142)
O (7.373799, -4.883910, 1.328067)
H (4.112759, -5.117299, 4.358043)
H (5.514470, -5.141761, -1.462606)
H (-6.378934, -6.602632, -0.665905)
P (0.898590, -0.459975, 0.183617)
O (-7.046655, 4.069866, 2.475251)
C (1.419967, 4.717817, -2.117695)
H (-3.440899, 6.186928, -5.701910)
H (3.345230, 7.818305, -8.162234)
H (-4.629719, -4.919985, 4.024356)
C (-3.241529, 5.684330, -4.755617)
O (2.393918, -0.037537, -0.110392)
H (5.550844, 5.857688, -0.356372)
O (1.001228, 6.072270, -4.028363)
Br (3.974724, 0.496978, 4.254661)
H (4.853838, 1.217698, 2.005041)
O (5.437762, -3.529939, 2.324029)
C (-4.838361, -1.140440, -4.002514)
H (-7.802845, -2.435550, -1.935310)
O (0.141950, 0.301935, -0.963068)
H (9.374937, -4.337857, 3.718229)
H (-6.261155, -0.215860, -5.298459)
C (5.226093, -1.413673, -3.348187)
Br (5.922369, 2.875382, 3.467498)
O (0.644503, -1.889006, 0.313290)
O (7.815409, -3.057289, 3.020236)
C (6.933460, -4.550052, 0.013212)
H (6.239210, -0.438646, 2.799069)
H (2.148409, 8.949501, -7.467554)
H (-2.008999, -3.390634, 4.455970)
H (2.762238, 7.108591, -5.798068)
C (-9.869768, 1.246310, 4.508381)
H (1.611767, 7.747454, -8.620877)
H (6.397079, 5.177127, 1.082787)
H (4.315629, -0.549948, -0.686726)
H (7.753819, -4.556712, -0.711853)
C (-2.213670, 6.382557, -3.916347)
H (-1.558723, -1.318840, 2.332729)
H (-2.997250, 4.648565, -4.989910)
H (-4.930411, -6.816966, 2.080150)
H (2.668692, 4.796140, -3.839066)
H (-4.704118, -7.848219, 0.789651)
H (10.202783, 1.441537, -2.833754)
P (0.013566, 6.178919, -5.270398)
H (-9.054729, -2.057536, -3.212394)
H (-4.919160, 0.827851, -4.860732)
H (-3.256714, -3.694124, 5.608038)
O (-8.182532, 0.348833, -1.837273)
H (7.972298, -0.805566, 3.233377)
H (-2.832769, 2.693728, 2.390145)
H (10.231225, -0.268187, -2.928433)
H (-9.801950, 2.367636, -2.005307)
P (-6.708586, 2.669565, 2.714301)
H (7.919751, -0.453560, -2.043643)
P (6.437542, 1.289392, -0.720642)
H (-4.867663, -1.910195, -4.775740)
C (0.149028, 1.073755, -3.249124)
C (-9.046048, 2.311034, 3.821905)
H (-9.884710, 0.303037, 3.965024)
P (-7.866387, 0.875108, -3.277885)
H (5.004466, -5.982008, 5.715219)
C (0.188340, -0.157587, 2.679510)
C (4.711188, -5.969369, 4.671221)
C (-9.131581, -0.702152, -1.502472)
H (5.411459, -6.426791, 2.704724)
C (-2.739969, -4.140288, 4.750419)
Cl (-1.643909, -0.505677, 6.625582)
H (8.262220, -0.696690, 0.585234)
C (-3.005031, 3.168595, 3.353028)
H (-9.530547, 2.602376, 2.884669)
H (-10.047204, -0.297135, -1.934033)
H (4.880903, -0.770570, -2.547226)
H (8.094753, 0.849466, 1.504398)
O (-0.345457, 4.890573, -5.866314)

Force components x, y, z for each atom (eV/Å):
H 0.0 0.0 0.0
C -1.0 -1.1 0.5
C -0.6 -0.5 0.4
H 0.1 0.1 -0.2
H -0.3 -0.3 -0.2
C 0.7 -0.9 -0.3
H -0.3 -0.1 0.2
C 0.5 1.1 0.1
O -0.3 0.4 -0.5
H -0.2 0.0 0.0
H 0.0 -0.1 -0.2
H 0.0 0.2 0.0
H 0.2 -0.3 0.6
O -0.4 0.3 0.3
Cl 0.0 0.0 0.2
O 0.0 -0.2 -0.1
H -0.1 -0.2 -0.2
H -0.1 0.2 0.0
H -0.1 -0.2 0.1
O 0.3 0.0 0.2
C -0.1 1.7 0.9
H 0.1 0.2 -0.5
C -0.7 0.3 -1.8
H 0.2 0.0 -0.3
H 0.0 -0.1 0.0
H 0.0 0.2 0.3
C 0.8 0.4 1.0
H -0.5 0.3 0.2
C -1.4 0.2 0.1
O 0.0 -0.1 0.3
H 0.2 -0.1 -0.3
H 0.0 0.0 -0.3
H 0.1 -0.1 0.1
H 0.5 0.2 -0.1
P 0.2 -0.5 0.4
O 0.1 0.7 -0.4
C -0.5 0.1 -0.9
H 0.1 0.2 0.1
H -0.1 0.2 -0.1
O -0.3 -0.2 0.3
O -0.1 -0.4 -0.2
O -0.1 0.6 0.1
H -0.1 -0.1 0.1
C 0.0 0.6 0.2
H -0.8 0.0 0.2
H 0.1 0.1 -0.3
C 0.0 -0.5 0.1
H 0.1 0.0 0.2
O -0.4 0.4 -0.3
H 0.2 0.7 0.1
C 0.9 -1.1 -0.4
O -0.6 0.1 -0.6
H 0.5 -0.5 0.0
O 0.1 0.6 0.2
C -0.8 -0.4 0.2
Cl 0.0 -0.1 0.0
O -0.2 -0.1 0.1
H -0.1 0.1 0.2
O -0.7 -0.6 -0.8
H -0.1 0.1 0.3
C 0.0 -0.3 0.1
C -0.2 0.7 0.8
H -0.3 0.2 0.2
H -0.1 -0.4 -0.3
O -0.1 0.2 0.5
C -1.1 -0.4 -0.3
Br 0.1 -0.1 -0.1
H -0.1 -0.2 -0.4
H 0.2 0.0 0.0
H 0.0 0.2 -0.1
H -0.2 0.0 0.1
C -1.6 -0.9 1.0
H 0.1 0.2 0.0
C 0.8 0.4 -0.6
H -0.2 0.1 -0.3
C 0.3 -0.1 -1.2
H -0.3 0.5 0.3
H -0.6 2.4 -0.4
C 0.3 0.7 0.3
H 0.4 -0.3 0.3
H -0.1 -0.5 0.1
H 0.5 -0.2 -0.2
H 0.0 0.1 0.0
H -0.2 -0.8 0.1
C 0.3 -0.7 -0.7
H 0.5 0.3 -0.1
H 0.0 0.0 0.0
Cl 0.0 -0.2 -0.1
H 0.0 0.6 -0.1
H -0.1 0.3 0.2
C -0.3 -1.5 -0.4
O -0.1 -0.1 0.1
H -0.2 -0.2 0.3
Cl 0.1 -0.1 -0.3
O 0.3 -0.2 -0.4
H 0.3 -0.2 0.0
P -0.3 0.2 -1.0
H 0.0 0.0 -0.3
C 0.5 1.0 -1.5
H 0.0 0.1 0.3
H 0.0 0.2 0.2
H -0.4 0.5 -0.6
H -0.4 -0.2 0.0
C 0.4 -0.7 -0.6
H 0.0 0.0 -0.3
H 0.1 -0.1 0.1
H -0.1 0.0 -0.1
C 0.3 -0.1 0.5
H 0.3 0.1 -0.4
O 0.0 -0.2 0.3
C 1.1 -0.6 -0.2
C 0.6 -1.6 0.0
C -0.2 0.3 0.7
C -0.1 -0.9 0.5
C 0.1 -0.7 -0.3
H 0.3 0.1 0.3
H -0.1 0.1 -0.2
Cl 0.1 0.1 0.0
H -0.2 0.1 -0.1
H -0.3 -0.4 0.3
C -0.2 0.6 -0.5
H 0.1 0.1 -0.4
H 0.0 0.1 0.4
O 0.3 -0.5 0.0
H 0.3 0.4 0.3
H 0.2 0.1 0.0
H 0.3 0.0 0.0
P 0.3 0.3 -0.2
O -0.3 0.3 0.1
C 1.8 -0.7 0.8
H 0.2 0.2 0.1
H 0.0 0.0 -0.1
H 0.1 -0.2 -0.1
C -0.9 -0.6 -0.2
O 0.3 0.1 -0.3
H 0.5 0.2 0.1
O 0.4 0.2 -0.1
Br 0.0 -0.1 0.0
H -0.2 -0.2 0.0
O 0.1 -0.2 0.2
C 0.1 0.2 -0.3
H 0.3 0.6 -0.2
O -0.3 0.5 -0.3
H -0.3 0.0 0.1
H -0.6 0.4 0.4
C -0.2 0.2 -0.2
Br 0.0 -0.1 0.1
O -0.1 -0.7 -0.1
O 1.2 -3.3 1.0
C 0.3 1.3 -0.8
H 0.1 0.2 0.5
H 0.2 0.1 -0.3
H 0.4 -0.4 -0.1
H 0.0 0.6 0.0
C 0.6 0.1 0.3
H 0.0 -0.2 0.0
H -0.6 0.2 0.4
H -0.4 0.6 0.5
H 0.4 -0.5 0.5
C 0.2 0.1 0.5
H -0.3 0.0 0.3
H 0.4 0.1 0.0
H -0.1 0.8 0.0
H 0.0 0.3 -0.3
H -0.1 0.1 -0.4
H -0.3 0.1 0.0
P 0.0 -0.6 0.4
H 0.5 0.2 -0.1
H -0.2 0.1 0.1
H 0.0 -0.1 0.0
O 0.1 -0.5 1.6
H -0.1 0.4 0.1
H -0.1 0.2 -0.2
H -0.1 -0.2 0.3
H 0.3 -0.4 0.2
P 0.1 0.3 -0.5
H 0.0 -0.1 -0.5
P 0.9 -0.2 0.7
H -0.2 -0.1 0.1
C -0.2 0.5 0.6
C -0.5 0.3 -0.1
H -0.1 0.1 -0.2
P 0.5 0.7 0.3
H 0.1 0.4 0.0
C 0.1 0.4 2.0
C -0.5 -1.1 -0.8
C 0.4 0.2 -1.7
H 0.1 0.6 -0.1
C -0.9 0.1 0.3
Cl -0.2 0.1 0.1
H 0.3 0.1 0.0
C 0.1 -0.1 1.0
H 0.4 -0.2 -0.2
H -0.5 -0.5 0.5
H -0.2 -0.2 -0.1
H 0.1 0.1 -0.4
O 0.3 -0.2 -0.1

Here are the Mulliken charges for atoms 1 to 2, given in e: 0.37 -1.24